Molecular formula: C32H48NO27
Method: DFT, the ωB97M-V functional and the def2-TZVPD basis

The geometry in XYZ format:
```
108
C32H48NO27 the ωB97M-V functional and the def2-TZVPD basis
N 57.61576 12.23056 35.72495
O 58.52308 12.97941 35.99300
O 56.39917 12.34981 36.04799
O 57.81255 11.44972 34.75639
C 53.63766 9.92995 38.34204
C 53.97935 9.98529 36.86354
C 55.23865 9.24561 36.29254
O 54.58803 8.55497 35.20066
C 53.32630 8.86741 35.09321
O 52.65831 8.49496 34.19479
O 52.89193 9.51567 36.10774
H 54.36547 9.99786 38.98586
H 53.30951 8.94074 38.47263
H 52.90629 10.55982 38.55773
H 54.00836 11.18383 36.47917
H 55.34925 8.46755 37.21361
H 55.86178 9.91769 36.09024
C 62.72309 15.89522 37.45584
C 62.77739 14.42194 37.10820
C 62.18666 14.04446 35.71797
O 63.26048 13.45804 35.00020
C 64.30877 13.23152 35.84484
O 65.33807 12.53573 35.52251
O 64.05787 13.80659 36.96822
H 61.72910 16.36714 37.42192
H 63.31456 16.36266 36.59793
H 63.31195 16.27114 38.35773
H 62.28028 13.79589 37.77866
H 62.06183 14.86404 35.12989
H 61.17352 13.51474 35.95057
C 57.22738 12.76356 39.52914
C 58.31448 13.33062 40.45471
C 58.75321 14.83737 40.45014
O 58.43283 15.26250 41.70641
C 57.82600 14.28413 42.41995
O 57.49327 14.43173 43.60914
O 57.72170 13.14690 41.75871
H 56.23925 13.30201 39.70340
H 57.06014 11.64124 39.70160
H 57.56879 13.05478 38.55476
H 59.12161 12.50225 40.01703
H 58.29716 15.42646 39.55422
H 59.88334 15.18181 40.02857
C 62.10401 10.63578 33.30833
C 61.39748 11.56154 32.34999
C 60.25275 12.32084 32.92109
O 60.53703 13.72980 32.43715
C 61.71384 13.68568 32.01136
O 62.23299 14.67661 31.56037
O 62.32270 12.52472 31.93542
H 61.56343 9.71157 33.41723
H 62.34562 11.03512 34.25510
H 62.88840 10.18282 32.84141
H 60.98443 11.00643 31.45174
H 60.32748 12.55900 34.02294
H 59.25401 11.99923 32.73747
C 53.08343 12.41671 34.27362
C 53.72516 12.22311 32.85835
C 54.87682 11.09829 32.93896
O 54.37217 10.17226 31.95969
C 53.29066 10.64820 31.32718
O 52.87665 10.10376 30.41287
O 52.75927 11.70799 31.95352
H 52.38492 13.20150 34.27167
H 53.77345 12.67843 35.00074
H 52.41958 11.78910 34.69078
H 54.09618 13.24036 32.68477
H 55.20525 10.75596 33.93512
H 55.69203 11.40822 32.46707
C 55.34784 15.62893 36.77657
C 54.89077 16.62668 35.78489
C 53.52749 17.13996 35.98885
O 53.72783 18.56058 36.34013
C 54.98209 18.85650 36.12457
O 55.31378 20.04014 36.06414
O 55.68087 17.86250 35.83203
H 55.05922 15.95368 37.68783
H 56.30315 15.33844 36.68917
H 54.89212 14.74815 36.76729
H 55.03814 16.27059 34.87462
H 52.89690 16.60512 36.72246
H 52.73872 17.13970 35.07836
C 57.62794 14.92118 33.65891
C 58.02778 16.40857 34.00842
C 58.67849 16.48219 35.35158
O 59.81110 17.17571 35.05381
C 59.89100 17.39588 33.70893
O 60.87939 17.99399 33.22423
O 58.87467 16.82595 33.03191
H 56.97748 14.91078 32.72802
H 56.98335 14.52931 34.43720
H 58.53858 14.34053 33.43996
H 57.18931 16.99716 34.03097
H 58.96056 15.33849 35.77605
H 58.21510 16.75933 36.22633
C 58.65500 9.19743 37.71115
C 59.76941 9.51549 36.70994
C 60.58913 10.81527 37.20450
O 61.80104 10.30016 37.58136
C 61.94438 8.98161 37.36688
O 62.93392 8.29921 37.46785
O 60.75373 8.47631 36.79115
H 57.81493 9.83162 37.71772
H 58.89268 8.99423 38.88191
H 58.39468 8.07767 37.53122
H 59.44270 9.31554 35.74693
H 60.23287 11.35417 38.18801
H 60.77241 11.44129 36.37667
```

Relative energy (zero: lowest compared OMol25 entry of this formula, charge and spin) ... 31.53 kcal/mol
HOMO energy ... -7.688 eV
Total energy ... -3334.0861 Ha
HOMO-LUMO gap ... 9.20 eV
Net charge ... -1
Strongest force on any atom ... 0.242 hartree/bohr